No. 1
DFT (ωB97M-V/def2-TZVPD) results for 2 unconnected molecules or ions with the total composition C31H46N2OP at a distorted geometry.

XYZ file:
```
81
Properties=species:S:1:pos:R:3:forces:R:3
C 2.543417 -2.940486 -4.384752 0.078 -0.143 -0.283
C 2.346325 -1.621081 -3.656539 -0.300 0.030 0.157
C 3.636280 -0.839219 -3.492346 0.415 0.177 -0.013
P 1.468302 -1.807004 -2.023002 -0.053 0.347 0.013
C -0.175759 -2.456941 -2.632603 0.482 -0.300 0.006
C -0.737052 -1.578249 -3.739740 -0.094 -0.053 -0.275
C -1.177900 -2.546878 -1.496024 -0.316 -0.256 0.115
C 2.253488 -3.328889 -1.264697 -0.337 0.039 -0.457
C 1.697314 -3.545358 0.131382 -0.123 -0.176 0.333
C 3.765425 -3.199103 -1.191352 0.309 -0.065 -0.029
H 3.021504 -2.780147 -5.353751 -0.025 0.024 -0.025
H 3.187987 -3.617177 -3.824340 -0.019 -0.001 -0.048
H 1.601699 -3.463065 -4.567068 0.027 0.061 -0.001
H 1.668780 -0.984976 -4.242888 0.182 -0.153 0.098
H 4.155729 -0.747724 -4.449356 -0.039 0.025 -0.030
H 3.454632 0.169193 -3.112162 -0.042 -0.038 0.010
H 4.323348 -1.323885 -2.802018 0.038 0.117 -0.067
H 0.028972 -3.462547 -3.023685 -0.245 0.081 0.005
H -1.723277 -1.930944 -4.050420 -0.016 0.001 0.102
H -0.852258 -0.550016 -3.389206 -0.006 0.118 -0.014
H -0.116010 -1.564746 -4.636893 -0.104 -0.021 0.106
H -2.147072 -2.894652 -1.862213 -0.007 0.059 -0.041
H -0.876116 -3.238212 -0.712343 -0.064 0.090 -0.070
H -1.328864 -1.567274 -1.038679 -0.020 0.109 0.053
H 1.980052 -4.174414 -1.910447 0.104 0.005 0.157
H 2.168701 -4.406252 0.612077 0.067 0.030 -0.054
H 1.888770 -2.670561 0.756414 0.020 0.030 0.039
H 0.625945 -3.731731 0.141337 0.114 -0.011 0.035
H 4.206422 -4.046858 -0.662014 -0.122 -0.016 0.071
H 4.241243 -3.166495 -2.171207 -0.054 -0.016 0.156
H 4.041567 -2.293906 -0.646334 0.067 0.031 0.013
C -1.104001 1.541161 5.451203 0.371 0.229 -0.184
N -1.281149 1.233191 4.042643 -0.581 -0.454 -1.148
C -2.294646 0.399617 3.627083 0.690 0.445 0.478
O -3.106366 -0.151686 4.339697 0.519 0.316 -0.670
C -2.202007 0.320644 2.109403 -0.105 -0.588 -0.974
C -3.484161 0.841845 1.456593 -0.113 0.464 -0.195
C -4.714752 0.069609 1.834718 -0.204 -0.085 0.144
C -5.758253 0.681898 2.516537 0.281 0.056 -0.088
C -6.877894 -0.035907 2.882800 -0.158 0.098 0.059
C -6.969773 -1.376059 2.572461 -0.245 -0.139 0.078
C -5.946000 -1.995032 1.887188 0.084 -0.224 -0.121
C -4.828840 -1.275503 1.517777 0.129 0.153 -0.012
N -1.001704 1.120163 1.706753 0.118 -0.152 -1.017
C -0.526610 1.240029 0.432883 -1.427 -0.476 3.051
C 0.584796 1.984598 0.107607 1.280 0.869 -0.830
C 1.092047 2.149689 -1.163980 -0.805 -0.386 1.205
C 2.245177 2.936549 -1.447434 0.852 0.589 -0.219
C 2.692576 3.092128 -2.773763 -0.359 -0.188 0.490
C 3.805959 3.849705 -3.055312 0.129 0.064 -0.224
C 4.506913 4.472433 -2.037127 0.025 -0.009 -0.151
C 4.087772 4.339361 -0.725824 -0.014 0.023 0.241
C 2.976846 3.587351 -0.430954 -0.257 -0.223 -0.241
C -0.395840 1.723497 2.945082 0.041 0.100 0.755
C -0.453860 3.246813 2.898175 -0.114 0.102 -0.110
C 1.007060 1.175892 3.182281 0.106 -0.152 -0.094
H -1.902441 1.076028 6.025150 -0.045 -0.064 -0.248
H -0.151521 1.156855 5.809412 0.080 -0.020 0.097
H -1.139198 2.616599 5.613117 -0.002 0.074 0.060
H -2.028526 -0.725546 1.825193 -0.074 0.152 0.056
H -3.613538 1.889828 1.742434 0.024 0.001 0.051
H -3.382301 0.846591 0.367413 0.182 -0.111 -0.019
H -5.687594 1.724888 2.774701 0.034 0.256 0.057
H -7.682215 0.449452 3.411727 -0.081 0.088 0.080
H -7.840543 -1.940384 2.862689 -0.136 -0.077 0.046
H -6.017401 -3.041360 1.638136 -0.004 -0.149 -0.033
H -4.028720 -1.762919 0.987608 0.202 -0.203 -0.185
H -1.054268 0.728638 -0.350758 -0.401 -0.335 -0.044
H 1.097809 2.487654 0.901473 0.035 0.017 0.054
H 0.589125 1.666419 -1.982693 -0.101 -0.194 -0.339
H 2.146996 2.614301 -3.569165 -0.114 -0.131 -0.197
H 4.132751 3.959492 -4.075586 0.046 0.010 -0.159
H 5.379199 5.063043 -2.262789 0.126 0.084 -0.066
H 4.628477 4.824658 0.070409 0.080 0.065 0.080
H 2.673559 3.504090 0.596945 -0.017 -0.006 0.215
H -1.487438 3.581359 2.824354 -0.062 -0.035 0.006
H -0.025167 3.670971 3.803344 0.043 -0.058 0.064
H 0.086286 3.660307 2.050827 0.043 0.023 0.039
H 0.964828 0.093861 3.299766 -0.028 -0.038 0.009
H 1.688477 1.391829 2.364098 0.045 0.033 0.052
H 1.428484 1.600961 4.090576 -0.038 0.060 0.039
```
Forces are in eV/Å.

## Properties
M, g/mol: 493.70
E_tot, hartree: -1734.72322
Charge: +1
HOMO-LUMO gap, eV: 6.0
Energy above the lowest of the compared OMol25 structures with the same formula, charge and spin, eV: 0.000

=====

No. 2
DFT (ωB97M-V/def2-TZVPD) results for a molecular structure, C31H46N4OPtSi2 at a distorted geometry.

XYZ file:
```
85
Properties=species:S:1:pos:R:3:forces:R:3
Pt 0.336110 1.988374 -0.589490 -0.484 0.327 0.974
C -3.634124 3.075325 -2.662961 0.757 0.200 0.032
Si -1.987113 3.909291 -2.138577 -0.905 0.817 0.268
C -1.635573 5.469773 -3.188488 -0.122 -0.705 0.290
C -2.310507 4.512932 -0.362411 0.281 -0.341 -0.653
N -0.622013 2.803843 -2.191813 0.367 -0.414 0.092
C -0.319965 2.107386 -3.306172 -0.004 0.098 0.097
C -0.945808 2.325892 -4.547628 -0.098 -0.084 -0.583
C -0.647699 1.573196 -5.654749 -0.294 0.436 0.234
C 0.324129 0.573963 -5.571353 0.406 -0.318 0.230
C 0.965460 0.343296 -4.383942 -0.027 -0.195 -0.607
C 0.672625 1.072712 -3.214815 0.052 -0.053 0.210
N 1.247205 0.839530 -2.015532 -0.204 0.280 -0.406
Si 2.487810 -0.411071 -1.894066 1.107 -1.097 0.208
C 1.699512 -2.115651 -2.302721 0.304 0.726 -0.105
C 3.974451 0.098295 -3.001909 -0.720 -0.256 0.167
C 3.344783 -0.731425 -0.226021 -0.580 0.417 -0.522
H -4.446616 3.792132 -2.589697 -0.094 0.228 0.062
H -3.875067 2.248663 -1.999990 0.027 -0.113 0.182
H -3.636630 2.687343 -3.676256 0.040 -0.056 -0.155
H -2.383708 6.224865 -2.971511 -0.208 0.149 0.093
H -1.656108 5.292033 -4.258608 -0.014 -0.082 -0.180
H -0.663641 5.892734 -2.952679 0.190 0.003 0.132
H -3.225570 5.094094 -0.347623 -0.257 0.143 -0.125
H -1.520239 5.156998 0.005175 0.182 0.148 0.073
H -2.442492 3.690315 0.334736 -0.057 -0.141 0.072
H -1.680946 3.105619 -4.621756 -0.145 0.138 -0.091
H -1.160278 1.748988 -6.588433 -0.051 0.083 -0.059
H 0.573942 -0.017743 -6.440734 0.010 -0.030 -0.024
H 1.707622 -0.429241 -4.339213 0.120 -0.144 -0.061
H 1.445497 -2.260385 -3.347550 -0.043 -0.016 -0.153
H 0.782970 -2.245734 -1.731760 -0.139 0.083 0.183
H 2.380260 -2.912147 -2.018448 0.187 -0.105 0.102
H 3.782106 0.048609 -4.068071 -0.032 0.009 -0.181
H 4.821531 -0.548374 -2.791004 0.099 -0.158 0.098
H 4.281722 1.117984 -2.780151 -0.047 0.152 0.134
H 2.666258 -1.118200 0.523204 -0.137 -0.079 0.171
H 3.824751 0.151700 0.176652 0.140 0.141 0.047
H 4.116133 -1.480772 -0.379126 0.120 -0.156 -0.274
C 2.288434 -2.331222 4.772305 0.097 0.213 -0.129
C 3.039133 -1.088592 4.286071 0.036 -0.161 0.120
C 3.316613 -0.190353 5.499743 -0.054 -0.060 -0.177
C 4.372387 -1.525130 3.655666 -0.171 0.042 0.102
C 2.281231 -0.326069 3.214391 -0.335 -0.086 -0.106
C 2.833234 0.887781 2.710703 -0.129 0.128 -0.156
C 2.262159 1.476379 1.621545 0.409 0.194 0.422
N 1.169793 1.008862 1.000050 0.053 -0.201 -0.252
C 0.530168 -0.114143 1.516033 -0.171 0.011 -0.058
C 1.133396 -0.772644 2.617837 0.214 0.006 0.242
C -0.674031 -0.564876 0.903535 -0.337 0.134 -0.333
C -1.471131 -1.638538 1.377966 0.188 0.042 0.112
C -2.652938 -1.992531 0.772160 0.009 0.276 -0.321
C -3.051315 -1.249076 -0.359692 0.048 -0.147 0.153
C -2.231146 -0.232512 -0.797418 -0.070 -0.060 -0.032
N -1.100375 0.108335 -0.210551 0.330 -0.123 0.332
C -3.463279 -3.168097 1.291187 -0.113 -0.231 0.117
C -4.772050 -3.361083 0.520335 0.200 0.046 0.086
C -3.809046 -2.960757 2.771160 0.049 0.012 -0.150
C -2.621576 -4.441587 1.131548 -0.093 0.107 0.000
H 2.876973 -2.846752 5.528872 0.069 -0.017 0.063
H 2.113396 -3.029571 3.957975 -0.062 -0.114 -0.101
H 1.333778 -2.058620 5.216570 -0.150 -0.007 0.046
H 3.825482 -0.757658 6.276579 0.066 -0.071 0.068
H 2.387788 0.197260 5.911236 -0.113 0.052 0.067
H 3.949462 0.651412 5.236079 0.072 0.146 -0.014
H 4.976373 -2.079523 4.371059 0.066 -0.067 0.104
H 4.936706 -0.657422 3.324642 0.127 0.053 -0.053
H 4.184089 -2.156381 2.789937 0.031 -0.092 -0.102
H 3.708123 1.333697 3.151700 0.120 0.072 -0.016
H 2.703089 2.372053 1.197447 -0.079 -0.057 0.002
H 0.660262 -1.673935 2.967428 0.009 -0.125 0.055
H -1.139737 -2.178493 2.249242 0.007 -0.110 0.117
H -3.964219 -1.449713 -0.890552 -0.114 -0.065 -0.064
H -2.492213 0.340190 -1.679769 -0.034 0.071 -0.090
H -5.405659 -2.480286 0.596360 -0.097 0.088 -0.043
H -5.318797 -4.205474 0.936009 -0.029 -0.069 0.047
H -4.579238 -3.573023 -0.528661 -0.043 0.002 -0.136
H -4.372663 -2.040297 2.903269 -0.069 0.118 0.049
H -2.916025 -2.904716 3.386513 0.112 0.029 0.097
H -4.415919 -3.788365 3.132740 -0.060 -0.110 0.042
H -2.351998 -4.585002 0.087595 0.054 -0.046 -0.119
H -3.186381 -5.309989 1.463011 -0.074 -0.129 0.060
H -1.706090 -4.385714 1.713479 0.127 -0.003 0.070
O 0.148650 3.830544 1.748423 -0.545 -0.529 -1.230
C 0.024323 3.236486 0.773733 0.723 0.802 1.135
```
Forces are in eV/Å.

## Properties
M, g/mol: 741.99
Multiplicity: 3
E_tot, hartree: -2201.53198
Charge: 0
HOMO-LUMO gap (alpha / beta), eV: 5.6 / 6.4
Energy above the lowest of the compared OMol25 structures with the same formula, charge and spin, eV: 0.471

=====

No. 3
DFT (ωB97M-V/def2-TZVPD) results for a molecular structure, C31H46P2Zr at a distorted geometry.

XYZ file:
```
80
Properties=species:S:1:pos:R:3:forces:R:3
Zr 0.626355 -0.264639 -0.157066 -1.699 0.886 5.638
C -0.847887 -1.107827 1.978047 0.593 -1.167 -0.296
C -0.497873 -2.093544 0.967390 0.341 0.476 0.689
C 1.383198 -1.591458 2.230188 -0.216 0.285 -0.794
C 0.312734 -0.830308 2.755656 0.508 0.212 -0.923
C 0.932199 -2.360200 1.103295 -0.871 0.507 0.390
C -2.223576 -0.784523 2.456628 -0.471 0.425 -0.302
H -2.977634 -1.383805 1.933352 0.133 0.246 0.119
H -2.450431 0.281101 2.307845 -0.150 -0.248 0.132
H -2.323214 -0.994832 3.537458 0.185 0.080 -0.495
C 0.431654 0.069099 3.939170 -0.289 0.052 0.105
H -0.560177 0.410260 4.265651 0.341 -0.049 -0.012
H 1.048332 0.951342 3.706694 -0.272 -0.393 0.107
H 0.916494 -0.457237 4.778713 -0.181 0.178 -0.301
C 2.740590 -1.620997 2.806343 0.489 -0.208 0.152
H 2.679068 -1.728600 3.893607 0.057 0.005 -0.099
H 3.283490 -0.694241 2.598124 -0.065 -0.177 0.112
H 3.316152 -2.463501 2.415008 0.014 0.116 0.115
C 1.608288 -3.612299 0.643057 0.090 -0.261 0.002
H 1.450007 -4.386616 1.410982 0.033 0.083 -0.372
H 2.689732 -3.473507 0.539406 -0.375 -0.223 0.126
H 1.195739 -3.966434 -0.311591 0.129 -0.070 0.261
C -1.457667 -3.078457 0.394635 -0.476 -0.304 -0.470
H -1.589396 -3.953256 1.055967 0.106 0.382 -0.090
H -1.109798 -3.473396 -0.564969 -0.095 0.030 0.026
H -2.445366 -2.632859 0.229175 0.253 -0.219 0.025
C -3.820027 1.987930 -0.573367 1.326 0.104 1.373
C -4.903591 2.407269 -1.191014 -0.832 -0.019 -0.122
C -5.414195 1.923501 -2.512742 0.234 0.515 -0.554
C -4.296529 1.643046 -3.563220 -0.280 1.088 -0.036
C -3.863071 0.214742 -3.679924 0.785 0.834 -0.174
C -3.691989 -0.642277 -2.668591 -0.123 -0.998 0.364
C -3.002645 -0.400109 -1.347132 -0.908 0.870 0.331
C -2.684709 1.094919 -1.051473 0.348 -0.718 0.329
H -6.078988 2.709689 -2.904173 0.244 -0.300 -0.031
H -3.517749 2.382029 -3.357953 0.265 -0.024 -0.131
H -6.046469 1.045019 -2.371790 0.033 -0.047 0.016
H -2.108299 1.540783 -1.876727 -0.535 -0.104 0.011
H -3.615398 2.332061 0.459852 -0.357 0.139 -0.744
H -5.535515 3.161923 -0.700919 0.269 -0.550 0.046
H -1.943190 1.100744 -0.211732 -0.135 -0.073 -0.071
H -3.557547 -0.847327 -0.505610 0.179 0.229 -0.152
H -4.128549 -1.643278 -2.809286 1.450 -0.228 -0.322
H -2.032464 -0.960070 -1.395668 -0.526 0.145 -0.098
H -4.709455 1.950365 -4.537914 0.254 -0.301 0.228
H -3.577727 -0.089823 -4.691382 -1.603 -0.588 -0.069
P 0.179805 0.439376 -2.679479 0.291 1.840 -4.278
C 0.121524 2.165102 -3.350104 -0.235 0.030 0.806
C -0.210029 -0.291788 -4.397919 -0.464 -0.536 -0.036
P 1.674005 -1.535987 -1.898642 3.245 -0.515 -2.806
C 1.997233 0.118130 -2.793126 -1.135 -0.670 0.761
C 1.555677 -2.709102 -3.281114 -0.511 -1.040 -0.019
C 3.307119 -1.603001 -1.105153 0.477 -0.885 -0.552
H 0.743190 2.752258 -2.659721 -0.369 0.273 -0.315
H -0.918641 2.533449 -3.388539 0.592 0.056 -0.053
H 0.581753 2.142055 -4.353145 -0.270 0.132 0.557
H 0.450968 0.237790 -5.105598 -0.192 -0.074 0.541
H -1.245671 -0.104686 -4.712785 0.253 0.071 0.418
H -0.023278 -1.358054 -4.556682 -0.203 0.388 0.336
H 4.019062 -1.176529 -1.825763 -0.089 -0.040 0.461
H 3.590000 -2.635220 -0.892141 0.094 0.255 0.129
H 3.270538 -1.017192 -0.182669 0.265 0.074 0.086
H 2.560423 0.857128 -2.202272 0.037 -0.411 0.019
H 2.415925 0.007274 -3.810340 -0.244 0.076 0.529
H 1.921567 -3.668631 -2.894872 0.005 0.087 -0.185
H 2.146017 -2.419690 -4.163237 -0.005 0.088 0.535
H 0.513619 -2.881522 -3.619634 0.636 0.093 0.502
C 1.988430 1.028366 1.031733 1.956 1.364 2.328
C 2.639514 1.538910 2.008797 -1.941 -0.784 -2.939
C 3.153057 2.210194 3.187205 0.525 0.585 1.320
C 2.345565 3.201257 3.814028 0.003 -0.090 -0.248
C 2.659590 3.755401 5.061255 0.152 -0.259 -0.278
C 3.805598 3.339425 5.751416 -0.186 -0.211 -0.375
C 4.660876 2.414393 5.141646 -0.167 0.007 -0.359
C 4.364013 1.886830 3.874692 -0.557 -0.055 -0.360
H 1.459753 3.545931 3.280088 0.095 -0.114 0.228
H 1.999826 4.509575 5.499177 0.231 -0.294 -0.221
H 4.025513 3.729802 6.749138 -0.045 -0.122 -0.429
H 5.571822 2.097950 5.660342 -0.339 0.135 -0.328
H 5.072765 1.220405 3.391392 -0.103 -0.072 0.184
```
Forces are in eV/Å.

## Properties
M, g/mol: 571.88
E_tot, hartree: -1937.84139
Charge: +2
HOMO-LUMO gap, eV: 5.8